1.
113
Properties=species:S:1:pos:R:3:forces:R:3 method="wB97M-V/def2-TZVPD" de_lowest_kj_mol=987.5 charge=+1 max_force_ev_per_a=10.1 e_lumo_ev=-3.56 mol_weight_g_mol=1028.09
C 3.05350 -0.58073 -0.42583 -9.00 -2.73 -3.67
C 1.77054 -0.89980 -0.96122 8.50 1.67 2.80
C 0.42682 -1.43942 -1.79593 1.29 -0.66 0.53
C -0.69647 -2.01451 -0.72450 0.68 0.29 0.01
O -1.83098 -1.10730 -0.49300 0.37 -1.53 -2.10
C -2.71259 -0.99708 -1.66460 -0.55 1.35 -0.60
C -3.90126 0.09638 -1.23154 0.03 -0.64 -0.29
C -3.30962 1.60364 -0.96498 0.19 0.24 -0.78
N -3.34229 2.01924 0.49306 1.02 -0.80 -0.34
C -3.31648 -2.42412 -2.21486 -2.56 2.07 -0.05
C -4.68880 -2.92232 -1.44150 0.08 0.52 0.06
C -4.55044 -3.03176 0.18775 -1.13 -0.74 0.39
N -2.23810 -3.50155 -2.30525 0.06 -1.26 -0.71
C -1.59800 -3.41926 -3.67166 0.86 0.32 -3.67
C -2.39614 -4.39192 -4.77367 0.92 -6.80 1.67
O -2.31632 -5.73744 -4.58123 -0.70 8.86 -1.06
C -1.27673 -3.51971 -1.13862 1.09 -0.04 4.00
O -0.19742 -4.53941 -1.25418 -2.27 1.75 0.34
C 0.41892 -4.82066 0.05125 1.64 0.31 1.19
C 2.03751 -4.44357 -0.12147 0.16 -0.35 -0.07
H 4.10082 -0.43609 0.11702 -3.04 -0.26 -1.45
H 0.76570 -2.39051 -2.43141 -0.39 2.21 1.40
H 0.00242 -0.64219 -2.54114 0.91 -1.33 1.70
H -0.12042 -2.09048 0.31859 -1.54 -0.04 -2.33
H -2.17458 -0.49016 -2.60175 -0.77 -1.05 2.05
H -4.70947 0.08998 -2.09646 1.72 0.13 1.72
H -4.42786 -0.27977 -0.25356 1.01 0.64 -1.87
H -2.19581 1.69509 -1.36661 -2.31 -0.35 0.77
H -3.94020 2.39367 -1.57386 1.20 -1.78 1.10
H -3.76411 1.28919 1.11074 0.71 0.86 -0.93
H -2.35944 2.21310 0.81675 -1.58 -0.53 -0.34
H -3.65133 -2.21879 -3.34227 0.79 -0.49 2.48
H -5.05605 -3.90939 -1.97189 0.74 1.75 1.25
H -5.54767 -2.11885 -1.64699 2.19 -1.68 0.18
H -5.64267 -2.88025 0.64385 2.45 -0.35 -1.02
H -3.88493 -2.20281 0.68672 -1.17 -1.89 -1.41
H -4.23485 -4.13165 0.52819 -0.43 2.44 -0.74
H -2.76014 -4.42882 -2.27424 0.89 1.02 -0.09
H -1.63324 -2.32880 -4.15630 -0.02 -2.20 1.66
H -0.47759 -3.75169 -3.72249 -2.27 0.31 0.59
H -2.96484 -3.97800 -5.70887 1.15 -0.57 1.77
H -1.91603 -3.86252 -0.19021 0.98 0.96 -2.19
H 0.28577 -5.94284 0.35969 0.12 2.05 -1.01
H -0.05160 -4.18143 0.94077 0.88 -1.20 -2.09
H 2.26102 -4.11764 -1.23759 -0.67 -0.67 2.37
H 2.37269 -3.56608 0.58295 -0.76 -1.77 -1.36
H 2.70509 -5.39688 0.08624 -1.45 2.01 -0.31
C 3.03304 1.73216 4.84934 0.35 0.69 -0.04
C 2.80028 2.10516 3.38769 -0.72 0.16 0.29
O 3.56466 1.16496 2.63634 0.48 -0.96 0.72
S 3.60070 -0.25290 3.44182 0.11 -0.01 0.00
O 2.57967 -1.11334 2.88660 1.40 0.70 0.76
O 4.97875 -0.66007 3.58871 -1.85 0.28 -0.49
O 3.06869 0.30629 4.87785 -0.01 -0.47 -1.04
H 4.00048 2.10417 5.20178 -0.11 0.01 -0.02
H 2.24025 2.10689 5.50230 0.08 -0.31 -0.10
H 3.11652 3.12657 3.16302 0.15 -0.32 -0.12
H 1.74758 1.98148 3.11225 0.09 0.09 0.03
C 0.43699 4.36611 -4.73242 0.51 0.46 0.55
C 0.82880 3.42650 -3.59517 0.67 0.19 -0.63
O -0.40416 3.01689 -3.00796 -1.31 0.15 -0.64
S -1.55027 2.96074 -4.16714 0.14 0.62 0.09
O -1.67088 1.59154 -4.61647 -0.25 1.29 0.49
O -2.67981 3.74858 -3.73144 1.24 -1.43 -0.53
O -0.74022 3.80015 -5.30605 -0.69 -1.08 0.63
H 0.18594 5.36165 -4.35237 0.08 -0.09 -0.03
H 1.22439 4.45310 -5.48588 -0.30 -0.14 0.03
H 1.46621 3.91352 -2.85336 -0.55 -0.20 -0.35
H 1.33360 2.53329 -3.97817 0.06 0.13 0.03
C 2.15579 5.96752 0.65261 0.31 0.31 0.81
C 3.67298 5.91730 0.49340 -0.41 1.09 -0.35
O 3.98676 4.53477 0.34192 -1.02 -1.01 -0.21
S 2.75190 3.79181 -0.42200 0.31 0.03 0.43
O 3.08139 3.69815 -1.82691 -0.26 -0.35 2.04
O 2.34415 2.65367 0.36844 0.59 1.27 -1.24
O 1.64614 4.97541 -0.23687 0.79 -0.80 -0.57
H 1.85720 5.69783 1.67077 -0.04 0.06 -0.06
H 1.74677 6.95009 0.40257 -0.01 -0.31 -0.15
H 4.19635 6.33940 1.35461 -0.03 -0.35 -0.06
H 3.99119 6.43742 -0.41629 -0.26 -0.11 0.56
C -0.38619 -4.79818 4.30367 0.27 -0.26 -0.59
C -1.70964 -5.13853 3.62370 -0.01 0.70 -0.04
O -2.30321 -6.14246 4.44380 0.57 -0.10 0.79
S -1.87149 -5.88290 5.99515 -0.14 -0.42 0.58
O -2.94207 -5.16155 6.64679 1.45 -0.94 -0.63
O -1.30955 -7.10414 6.52352 -1.04 1.69 -0.64
O -0.65636 -4.83572 5.70395 -1.00 -0.32 0.05
H 0.37563 -5.55295 4.08342 -0.05 0.07 -0.03
H -0.01458 -3.81182 4.01335 -0.10 -0.08 0.27
H -1.57166 -5.50555 2.60388 -0.07 -0.22 0.25
H -2.38025 -4.27282 3.61104 0.11 0.00 -0.05
C 7.05128 4.68154 -4.14282 0.26 0.04 -0.75
C 7.29600 6.17806 -4.31677 0.74 -0.25 0.31
O 6.01967 6.78808 -4.13889 -0.94 -0.75 0.49
S 5.15577 5.90770 -3.07164 -0.01 -0.26 -0.52
O 5.28292 6.52483 -1.77006 -0.14 -0.73 -1.81
O 3.88058 5.58744 -3.66972 1.53 0.87 0.91
O 6.09002 4.57183 -3.09442 -0.55 1.14 0.38
H 6.61852 4.24503 -5.04876 0.09 0.05 0.06
H 7.96499 4.14159 -3.88042 -0.28 0.08 0.18
H 7.70615 6.42156 -5.29976 -0.33 0.06 0.13
H 7.96471 6.56108 -3.53865 0.01 -0.08 -0.11
C -3.42126 -1.36506 5.56862 0.34 0.46 0.78
C -4.14830 -0.03148 5.41803 -0.54 -0.46 0.57
O -3.83794 0.41605 4.10039 0.63 -0.88 -0.94
S -3.65858 -0.88158 3.12859 -0.04 0.23 0.59
O -4.90392 -1.09389 2.42490 1.68 0.28 0.61
O -2.38344 -0.77751 2.45807 -1.71 -0.16 0.46
O -3.53836 -2.00836 4.30069 -0.44 0.66 -1.08
H -2.35720 -1.21262 5.77622 -0.11 -0.01 0.03
H -3.85879 -1.98742 6.35380 0.03 -0.06 -0.35
H -3.82822 0.70357 6.16033 0.07 -0.02 -0.35
H -5.23338 -0.16473 5.48257 0.12 0.00 0.08

2.
86
Properties=species:S:1:pos:R:3:forces:R:3 method="wB97M-V/def2-TZVPD" de_lowest_kj_mol=0.0 charge=+3 max_force_ev_per_a=2.8 e_lumo_ev="-10.72 / -9.37" mol_weight_g_mol=679.00 spin_multiplicity=6
Sm 0.45957 -0.84255 -1.20858 0.26 0.20 2.74
P 0.21443 0.54402 -3.52432 0.20 1.40 -2.26
P -2.37477 0.22211 -0.65220 -1.20 0.42 -0.09
P 3.15289 -1.89177 -0.46529 1.59 -0.63 0.84
H -2.62725 -3.42661 1.15567 0.01 -0.50 0.67
C -1.67358 -3.58578 1.66965 0.43 0.38 -0.51
C -1.30090 -2.92283 2.76729 0.32 0.77 -0.29
H -1.99290 -2.30100 3.35360 0.28 -0.22 -0.40
C -0.50850 -0.41663 -4.87869 -0.31 -0.74 -0.24
C -0.56542 2.17701 -3.57761 -0.44 0.37 0.45
C 1.89428 0.88165 -4.15706 0.50 -0.21 0.52
C -3.30431 -0.12789 0.87891 0.19 -0.52 0.28
C -2.43262 2.04501 -0.49724 0.49 0.25 -0.21
C -3.73523 -0.03061 -1.87531 0.36 -0.27 -0.18
C 3.25573 -2.71175 1.18886 -0.85 -0.20 0.17
C 4.41047 -0.61409 -0.05602 -0.11 0.56 -0.61
C 3.99037 -3.11790 -1.57040 -0.21 0.17 -0.31
H -0.98033 -4.26851 1.16216 -0.17 0.33 0.13
H -0.23737 -2.85744 3.06090 -0.75 -0.65 0.25
H -0.43138 0.05012 -5.87086 0.03 0.20 0.40
H -1.56896 -0.63177 -4.68283 0.19 0.05 -0.08
H 0.03034 -1.37648 -4.95674 -0.14 0.28 0.01
H -0.46083 2.66786 -4.55445 0.05 -0.30 0.17
H -0.12365 2.82546 -2.80839 0.05 -0.12 -0.24
H -1.62856 2.09687 -3.32307 0.14 -0.01 -0.25
H 1.90601 1.24092 -5.19894 -0.16 -0.18 0.39
H 2.48920 -0.04097 -4.07148 -0.01 0.25 -0.28
H 2.37375 1.63202 -3.51188 -0.07 -0.09 -0.25
H -4.35743 0.10967 0.69017 0.20 -0.09 0.07
H -2.94708 0.50372 1.69805 -0.01 -0.15 -0.03
H -3.20004 -1.17780 1.16569 -0.19 0.17 0.05
H -3.47317 2.37463 -0.60327 0.22 -0.07 0.08
H -1.82421 2.54255 -1.25711 -0.16 0.07 0.22
H -2.06714 2.32390 0.49659 -0.06 0.05 -0.20
H -4.60843 0.55600 -1.54982 0.32 -0.21 -0.17
H -4.00770 -1.09532 -1.90185 0.01 0.29 -0.09
H -3.42777 0.29262 -2.88088 -0.20 -0.11 0.23
H 4.00170 -3.52302 1.21785 -0.32 0.34 -0.17
H 2.26435 -3.10585 1.45180 0.37 -0.19 0.15
H 3.52284 -1.95678 1.94152 -0.12 -0.27 -0.24
H 5.41867 -1.01545 0.10862 -0.34 -0.15 -0.06
H 4.07399 -0.12629 0.86440 0.08 -0.03 -0.14
H 4.47007 0.14958 -0.83541 0.17 -0.01 0.02
H 4.90422 -3.50702 -1.08590 -0.44 0.25 -0.20
H 4.25454 -2.63623 -2.52636 0.01 -0.18 0.33
H 3.30780 -3.95487 -1.80725 0.35 0.38 0.21
C 0.07179 -3.93759 -2.96622 0.52 -1.00 -0.61
C -0.42010 -4.00304 -4.26830 0.70 -0.30 0.46
C 0.06433 -5.07442 -5.03077 0.12 -0.32 0.41
C 0.88009 -6.07560 -4.45685 -0.18 0.10 0.20
C 1.19768 -6.03942 -3.08856 -0.34 0.24 0.00
C 0.83883 -4.90386 -2.33976 -0.12 -0.24 -0.27
O -0.08526 -2.75456 -2.22321 -1.18 1.69 -0.25
H -0.58660 -2.10162 -2.78489 -0.20 -1.39 -0.30
H -1.10443 -3.22939 -4.64282 0.35 -0.52 -0.05
H -0.20918 -5.14436 -6.07423 -0.05 -0.07 -0.01
H 1.25407 -6.91319 -5.06664 -0.40 0.53 0.30
H 1.67370 -6.89308 -2.58464 0.01 0.56 -0.43
H 1.12644 -4.74233 -1.29130 -0.13 -0.33 -0.48
C -2.87214 3.83304 5.67683 -0.40 0.01 -0.10
C -1.42206 3.40215 5.74076 0.17 -0.20 -0.03
N -0.67799 3.41421 4.45742 -0.41 -1.39 -0.81
C -0.51313 4.76495 3.90566 -0.09 0.16 -0.08
C 0.12064 5.70725 4.91208 0.14 0.21 -0.16
C -0.88230 2.31331 3.61555 -1.22 0.68 1.73
O -1.83150 1.53277 3.74706 1.34 0.37 -0.24
C 0.13426 2.03329 2.54793 0.35 -0.02 -0.09
C 1.28422 2.82213 2.31840 -0.36 -0.96 0.09
C 2.00135 2.59028 1.15216 0.21 0.20 -0.56
C 1.57659 1.58606 0.28700 -0.17 -0.20 0.61
N 0.61382 0.68450 0.61822 0.46 0.60 0.84
C -0.07361 0.87988 1.78226 0.74 0.40 -0.74
H -3.00094 4.86943 5.33712 0.06 -0.26 0.00
H -3.28009 3.78420 6.69062 0.00 0.00 -0.14
H -3.45780 3.15428 5.04335 0.12 0.27 0.14
H -0.86806 4.09453 6.37944 -0.07 -0.47 0.11
H -1.35631 2.38714 6.14947 0.09 0.28 -0.08
H 0.07815 4.72014 2.99003 -0.14 0.11 0.08
H -1.50244 5.15452 3.62051 0.18 -0.09 0.00
H 1.04449 5.29263 5.32739 -0.10 0.05 -0.04
H 0.35667 6.64111 4.39879 0.00 0.01 0.16
H -0.56429 5.93154 5.73420 0.20 0.10 -0.19
H 1.63627 3.51938 3.08340 -0.25 -0.11 -0.45
H 2.86708 3.20701 0.88859 -0.34 -0.30 0.11
H 2.09640 1.44250 -0.66850 -0.07 -0.01 0.11
H -0.74431 0.07772 2.09991 -0.08 0.54 -0.12

3.
126
Properties=species:S:1:pos:R:3:forces:R:3 method="wB97M-V/def2-TZVPD" charge=0 max_force_ev_per_a=4.6 e_lumo_ev=-0.01 mol_weight_g_mol=2119.62
C 1.65980 -1.66797 -3.28740 -0.89 0.95 -0.82
C 1.45263 -0.59136 -2.07209 0.11 -0.66 0.54
Br 2.00534 1.21460 -2.84466 -0.53 -0.92 0.36
C 2.39812 -0.81406 -0.75773 -0.72 1.51 0.29
Si 3.07862 -2.58962 -0.50003 1.18 1.24 0.54
C 4.97906 -2.37742 -0.04892 0.76 0.01 0.82
C 5.95877 -2.72599 -1.31734 0.26 -0.34 0.80
C 6.29588 -1.46030 -2.30409 -0.81 -0.34 -1.08
F 5.17862 -0.51055 -2.51202 2.50 -2.61 0.59
Br 7.87009 -0.34053 -1.67468 -1.49 -1.02 -0.35
C 6.71566 -2.02414 -3.81349 1.00 1.41 0.23
F 7.03233 -0.82011 -4.64241 -0.38 -3.96 2.23
F 7.87604 -2.92977 -3.62306 -3.28 2.87 -1.02
Br 5.18853 -2.98983 -4.73584 1.81 0.88 0.94
H 2.79111 -1.70024 -3.58543 -2.18 -0.15 0.73
H 1.08459 -1.23109 -4.23792 1.25 -0.92 2.08
H 1.18135 -2.72946 -3.08461 1.26 2.18 -0.14
H 0.34704 -0.47312 -1.69568 2.13 -0.24 -1.15
H 3.29196 -0.03332 -0.78129 -1.85 -1.79 0.01
H 1.76238 -0.54854 0.21761 1.35 -0.43 -2.15
H 2.32942 -3.23657 0.60170 0.15 -0.04 0.06
H 3.05595 -3.45361 -1.67013 -0.07 -0.23 -0.33
H 5.15611 -1.28719 0.40136 -0.14 -2.38 -1.02
H 5.23062 -3.16556 0.80884 -0.36 1.73 -1.81
H 5.45353 -3.64997 -1.87959 1.23 2.31 0.76
H 6.99768 -3.11299 -0.89039 -2.14 0.99 -1.15
C -1.24213 3.75914 -1.70848 -0.09 0.37 -0.09
Cl 0.09232 4.22552 -0.64699 -0.33 -0.18 0.01
Cl -1.47965 2.00736 -1.69937 -0.18 -0.09 -0.03
H -2.15813 4.24417 -1.36252 0.21 -0.22 0.00
H -1.01577 4.08217 -2.72750 0.06 -0.19 0.25
C 0.51298 -5.93068 -0.74051 -0.11 -0.25 0.25
Cl 0.03529 -4.27038 -1.11496 -0.24 -0.03 0.04
Cl 1.75002 -6.50554 -1.86503 0.01 -0.11 0.12
H 0.91248 -5.96529 0.27596 -0.02 0.12 -0.29
H -0.36385 -6.57850 -0.81463 0.22 0.26 -0.08
C -5.25760 1.43930 -2.71128 0.39 -0.15 -0.22
Cl -5.02440 3.14209 -2.29758 -0.16 -0.05 -0.55
Cl -6.82811 0.85682 -2.14607 -0.02 -0.04 -0.02
H -5.20606 1.32666 -3.79694 -0.12 0.10 0.30
H -4.46845 0.84760 -2.24102 -0.23 0.23 0.03
C 2.73484 7.10853 -1.23143 0.20 0.34 -0.09
Cl 1.38193 6.77269 -2.31856 0.09 0.30 -0.18
Cl 2.76953 5.96200 0.11376 0.14 0.48 -0.34
H 3.66966 7.02828 -1.79149 -0.33 -0.09 0.17
H 2.62877 8.12068 -0.83355 -0.04 -0.26 -0.10
C 2.39750 -7.12041 -5.63404 -0.22 -0.13 -0.22
Cl 2.28728 -5.43481 -5.11284 -0.07 0.02 -0.16
Cl 3.77037 -7.93310 -4.87246 -0.03 -0.09 -0.04
H 1.47738 -7.63982 -5.35548 0.27 0.18 0.07
H 2.52386 -7.14981 -6.71901 0.08 0.07 0.32
C 6.37537 5.61052 0.19279 -0.11 -0.33 0.26
Cl 5.89768 7.27083 -0.18167 0.15 0.11 0.11
Cl 7.61240 5.03567 -0.93173 -0.03 -0.07 0.07
H 6.77487 5.57591 1.20926 -0.02 0.13 -0.31
H 5.49853 4.96270 0.11867 0.17 0.21 -0.09
C 0.64471 7.95342 2.03906 0.07 -0.07 -0.38
Cl 1.57874 8.06332 3.53590 0.09 0.05 -0.02
Cl -1.09013 7.89839 2.37456 -0.04 -0.02 -0.07
H 0.85987 8.82806 1.42042 -0.10 -0.14 0.28
H 0.93294 7.04429 1.50577 -0.15 0.20 0.30
C -5.73460 3.44681 1.32802 0.22 0.44 -0.10
Cl -6.41244 1.85797 1.70375 -0.21 0.05 0.00
Cl -4.10224 3.30123 0.66508 0.23 0.04 0.62
H -6.37419 3.94173 0.59319 0.47 -0.41 0.24
H -5.69504 4.04226 2.24337 0.05 -0.23 -0.17
C -5.49874 -1.48852 2.79516 -0.32 0.18 -0.14
Cl -4.09789 -1.65336 1.72958 -0.07 0.10 0.00
Cl -5.07521 -1.87664 4.46706 -0.30 0.58 -0.12
H -5.86099 -0.45860 2.74983 0.25 -0.28 0.06
H -6.28343 -2.17080 2.45939 0.43 0.03 0.22
C 0.62010 -1.88779 -7.63729 -0.07 -0.10 -0.12
Cl 2.15527 -2.43423 -6.95196 0.05 -0.06 -0.05
Cl 0.31701 -0.19072 -7.24569 -0.10 0.01 -0.02
H 0.65484 -2.00155 -8.72350 0.14 0.18 0.73
H -0.18923 -2.49734 -7.22811 0.23 0.18 -0.01
C -3.57024 -5.44710 1.79336 -0.31 0.08 0.25
Cl -4.20545 -4.86148 0.25109 -0.08 -0.07 -0.02
Cl -1.90799 -6.02309 1.61899 0.04 -0.05 0.15
H -3.58951 -4.63049 2.51915 0.12 -0.19 -0.35
H -4.19659 -6.26977 2.14677 0.24 0.17 -0.16
C -1.78940 5.54360 5.62599 0.27 0.31 -0.10
Cl -3.14232 5.20776 4.53886 0.03 0.07 -0.07
Cl -1.75471 4.39707 6.97117 0.09 0.02 0.06
H -0.85458 5.46335 5.06593 -0.28 -0.09 0.10
H -1.89547 6.55575 6.02387 -0.08 -0.32 -0.07
C 3.06861 3.22239 2.65858 0.18 -0.51 0.04
Cl 2.43970 4.76694 3.24500 0.02 -0.02 0.22
Cl 2.95190 3.11547 0.89784 0.11 -0.71 0.21
H 4.11723 3.13084 2.95184 -0.48 0.15 -0.26
H 2.48874 2.41013 3.10353 0.07 0.30 -0.24
C 0.99246 -2.48527 -11.64019 0.29 0.25 -0.16
Cl -0.40863 -2.66509 -10.57735 -0.30 -0.06 -0.48
Cl 1.30655 -3.97649 -12.53623 0.07 0.11 0.01
H 0.79903 -1.67757 -12.35026 -0.06 -0.29 0.18
H 1.86928 -2.24248 -11.03501 -0.23 -0.16 -0.09
C 5.08533 2.30197 5.90345 -0.16 0.04 0.36
Cl 5.73215 3.37399 4.65549 0.32 0.15 0.32
Cl 5.02978 0.62805 5.33762 -0.06 0.00 0.07
H 5.72559 2.35774 6.78717 -0.08 -0.04 -0.33
H 4.07334 2.62455 6.16002 0.22 -0.09 -0.20
C -8.93715 -1.77652 -0.69929 0.05 -0.01 -0.39
Cl -8.00312 -1.66662 0.79756 -0.05 0.05 -0.21
Cl -10.67199 -1.83155 -0.36379 0.01 0.00 -0.10
H -8.72199 -0.90189 -1.31793 -0.10 -0.21 0.30
H -8.64892 -2.68565 -1.23258 -0.09 0.19 0.26
C -9.06341 4.86313 2.18030 -0.26 -0.18 0.25
Cl -8.59586 4.52604 0.50913 -0.66 0.09 -0.15
Cl -8.13794 6.21784 2.83871 -0.02 -0.04 0.08
H -10.12710 5.11160 2.20893 0.33 0.02 -0.10
H -8.87544 3.97493 2.78840 0.08 0.22 -0.21
C -3.25763 -5.80954 5.88375 -0.04 -0.32 0.11
Cl -3.27267 -7.30432 4.94012 0.02 -0.19 0.03
Cl -4.19841 -4.54374 5.08505 0.29 -0.35 0.46
H -3.68915 -6.00595 6.86824 0.00 0.02 -0.30
H -2.22523 -5.46914 5.99461 -0.88 -0.65 -0.48
C 0.52171 -4.38280 7.63081 0.38 0.22 0.24
Cl 0.99710 -6.07795 7.47112 0.04 0.08 0.04
Cl -1.05587 -4.09201 6.88788 0.76 0.96 0.50
H 0.46795 -4.12681 8.69174 -0.09 -0.15 -0.29
H 1.26833 -3.75589 7.13731 -0.24 -0.23 0.02
C -0.08695 0.24372 4.20194 -0.32 -0.30 0.10
Cl 0.38059 -0.09336 2.53077 -0.06 -0.03 0.05
Cl 0.83852 1.59844 4.86034 -0.12 0.03 0.24
H -1.15064 0.49220 4.23056 0.31 0.05 -0.08
H 0.10101 -0.64447 4.81004 0.07 0.26 -0.19